## i
The following is a DFT calculation (the ωB97M-V functional and the def2-TZVPD basis) of a cluster of 3 separate species, C4H10NO2 in total.

Values from the calculation:
Kohn-Sham gap   6.4764 eV
Net charge   -1

Element x y z (Å)
C: 0.28 0.40 0.98
O: 2.15 0.82 -1.63
C: -0.64 1.29 0.20
C: -0.83 -0.33 0.21
C: -0.33 -2.36 0.65
O: -1.29 -3.11 0.46
N: -0.19 1.82 -1.02
H: 1.28 0.41 0.59
H: 0.21 0.19 2.05
H: -1.28 1.84 0.89
H: -1.79 -0.47 0.67
H: -0.69 -0.59 -0.83
H: 0.51 -2.55 -0.03
H: -0.08 -2.05 1.68
H: 1.82 0.55 -2.50
H: -0.42 2.81 -1.08
H: 1.30 1.32 -1.28

---

## ii
The following is a DFT calculation (the ωB97M-V functional and the def2-TZVPD basis) of the ion C4H10NO2 with charge -1.

Values from the calculation:
Kohn-Sham gap   7.3660 eV
Structure (SMILES)   CC[C@H]([O-])OCN
Net charge   -1

Element x y z (Å)
C: 0.36 -0.24 -2.29
C: 1.28 0.23 -1.13
C: 0.53 0.64 0.13
O: 1.25 1.05 1.11
O: -0.18 -0.70 0.41
C: -1.19 -0.69 1.36
N: -1.14 0.42 2.31
H: -0.03 -1.21 -2.07
H: 0.93 -0.28 -3.21
H: -0.44 0.48 -2.43
H: 1.94 -0.60 -0.85
H: 1.90 1.07 -1.47
H: -0.35 1.28 -0.12
H: -1.12 -1.66 1.89
H: -2.16 -0.65 0.86
H: -1.40 0.10 3.22
H: -0.18 0.78 2.30

---

Energies relative to the minimum, kJ/mol: i 266.8; ii 0.0

---

## i
The following is a DFT calculation (the ωB97M-V functional and the def2-TZVPD basis) of a cluster of 2 separate species, C2H4OS in total.

Values from the calculation:
Kohn-Sham gap   10.0466 eV
Structure (SMILES)   C=C=O.S

Element x y z (Å)
C: -1.20 0.33 1.85
C: -0.41 -0.69 1.91
O: 0.20 -1.67 1.93
H: -1.51 0.73 2.73
H: -1.34 0.82 0.89
S: 0.82 0.12 -2.77
H: 1.40 0.96 -3.57
H: 2.03 -0.61 -2.97

---

## ii
The following is a DFT calculation (the ωB97M-V functional and the def2-TZVPD basis) of an isolated molecule of C2H4OS.

Values from the calculation:
Kohn-Sham gap   10.4147 eV
Structure (SMILES)   CSC=O

Element x y z (Å)
C: -1.58 -0.08 -0.63
S: 0.12 0.17 -0.82
C: 0.41 -0.09 0.89
O: 1.44 -0.15 1.50
H: -2.13 0.87 -0.38
H: -1.85 -0.50 -1.57
H: -1.79 -0.74 0.17
H: -0.59 -0.08 1.35

---

Energies relative to the minimum, kJ/mol: i 74.9; ii 0.0

---

## i
The following is a DFT calculation (the ωB97M-V functional and the def2-TZVPD basis) of a structure of composition C2H4OS.

Values from the calculation:
Kohn-Sham gap   8.5696 eV

Element x y z (Å)
C: -0.84 -1.22 1.07
C: 0.61 0.92 -0.80
O: -1.43 -2.22 1.21
S: -0.46 -0.49 -1.14
H: -0.60 -0.31 1.76
H: 1.17 1.12 -1.68
H: 1.32 0.44 -0.14
H: 0.21 1.77 -0.27

---

## ii
The following is a DFT calculation (the ωB97M-V functional and the def2-TZVPD basis) of a cluster of 2 separate species, C2H4OS in total.

Values from the calculation:
Kohn-Sham gap   10.1102 eV
Structure (SMILES)   C=C=O.S

Element x y z (Å)
C: 1.44 -0.35 1.59
C: 1.51 0.02 0.39
O: 1.45 0.24 -0.74
H: 2.25 -0.26 2.27
H: 0.47 -0.78 1.75
S: -1.86 0.10 -1.72
H: -2.51 0.56 -2.75
H: -2.75 0.48 -0.79

---

## iii
The following is a DFT calculation (the ωB97M-V functional and the def2-TZVPD basis) of an isolated molecule of C2H4OS.

Values from the calculation:
Kohn-Sham gap   9.6376 eV
Structure (SMILES)   O[C@H]1CS1

Element x y z (Å)
O: -0.53 1.59 -0.16
C: 0.14 0.69 0.55
C: 0.35 -0.64 -0.06
S: 1.92 0.33 -0.05
H: -0.33 1.50 -1.18
H: 0.04 0.56 1.66
H: 0.23 -1.53 0.58
H: 0.19 -0.86 -1.05

---

Energies relative to the minimum, kJ/mol: i 63.1; ii 0.0; iii 6.8